# 1
The following is a quantum chemistry calculation of a structure of composition CH4NOPS in a non-equilibrium geometry, from the Open Molecules 2025 dataset.

Geometry as XYZ:
```
9
Properties=species:S:1:pos:R:3:forces:R:3
C 0.754984 -0.239345 -0.752753 -2.9 -1.0 2.0
N -0.675038 1.207011 1.284537 1.3 2.4 0.3
O 0.954512 1.137486 -0.691232 -0.2 -0.3 -0.8
P -0.661058 -0.503076 1.054467 2.1 0.8 -1.1
S -0.350880 2.074056 -0.201893 -0.2 -1.4 0.8
H 0.097541 -0.838973 -1.453641 0.4 1.9 0.0
H 1.672259 -0.757147 -0.726087 1.2 -0.2 0.6
H -0.126348 1.738299 2.047509 -1.1 -1.9 -1.4
H -1.594707 -0.364936 0.045936 -0.8 -0.3 -0.3
```
Positions in Å, forces in eV/Å.

Energy relative to the best compared isomer or geometry (same formula, charge and spin) = 156.2 kJ/mol
Spin multiplicity = 1
Maximum force = 0.0711 hartree/bohr
Lowest unoccupied orbital energy = 0.631 eV

***

# 2
The following is a quantum chemistry calculation of a cluster of 2 separate species, C4H8O3 in total, from the Open Molecules 2025 dataset.

Geometry as XYZ:
```
15
Properties=species:S:1:pos:R:3:forces:R:3
C 1.409662 -2.019230 -1.049616 0.2 -0.2 -0.1
O 0.133748 -1.370742 -1.019526 0.0 0.2 0.0
C 0.132376 -0.204274 -0.369915 0.3 0.2 0.1
O 1.125183 0.233811 0.192198 -0.4 -0.2 -0.4
C -1.181355 0.471454 -0.332106 -0.1 0.3 -0.3
C -1.203001 1.762845 0.018574 -0.2 0.0 -0.6
O -0.461220 1.332001 2.267553 0.3 -0.3 0.5
H 1.754791 -2.254173 -0.038878 -0.1 0.1 -0.1
H 1.260698 -2.931170 -1.623565 0.0 0.1 0.0
H 2.149457 -1.376501 -1.533909 -0.1 -0.1 0.1
H -2.086670 -0.100853 -0.504120 0.2 -0.1 0.1
H -0.989213 0.603614 1.910241 0.0 0.3 0.5
H -0.286081 2.345359 0.034301 -0.2 -0.2 0.1
H -2.109836 2.286078 0.308678 0.0 -0.1 -0.4
H 0.351462 1.221779 1.740091 -0.1 0.0 0.4
```
Positions in Å, forces in eV/Å.

Energy relative to the best compared isomer or geometry (same formula, charge and spin) = 175.5 kJ/mol
SMILES string = C=CC(=O)OC.O
Spin multiplicity = 1
Maximum force = 0.0139 hartree/bohr
Lowest unoccupied orbital energy = 0.528 eV

***

# 3
The following is a quantum chemistry calculation of a structure of composition C13H12BF4N3O12P2Zr, from the Open Molecules 2025 dataset.

Geometry as XYZ:
```
48
Properties=species:S:1:pos:R:3:forces:R:3
Zr 1.235391 -1.285584 -0.673805 0.1 -0.1 0.1
C 4.840970 1.670347 -1.335476 0.0 0.0 -0.1
C 4.190255 0.709507 -0.355906 0.1 0.1 0.1
O 4.925715 0.751092 0.862127 0.0 0.0 0.0
P 2.457841 1.157589 0.034725 0.0 -0.5 -0.1
O 2.566351 2.595943 0.663160 -0.1 0.0 0.0
O 1.521766 1.034342 -1.168238 -0.1 0.1 0.0
O 1.927229 0.070651 0.976682 0.1 -0.1 -0.1
P 4.224635 -1.019748 -1.028903 -0.3 0.1 0.0
O 3.695776 -1.857651 0.276736 0.3 0.0 0.1
O 5.514576 -1.467044 -1.537363 0.0 0.0 -0.1
O 2.911480 -1.115020 -1.862319 0.0 0.0 0.2
H 4.871236 2.668715 -0.900169 0.0 0.0 0.0
H 4.288590 1.708425 -2.275006 0.0 0.0 0.0
H 5.856624 1.334290 -1.539108 0.0 0.0 0.0
H 4.560081 0.088415 1.464396 0.0 0.0 0.0
H 1.802187 2.883259 1.178307 0.0 0.0 0.0
H -0.118811 1.506071 -0.851094 0.0 0.0 0.0
H 4.201515 -2.672338 0.407581 -0.1 0.0 0.0
O 0.128621 -1.808159 -2.330489 0.1 0.2 0.1
N -0.259964 -0.616240 -2.779406 -0.1 0.0 -0.1
C -0.823315 -0.625381 -3.933342 0.1 0.0 0.1
C -1.023485 -1.827101 -4.695109 0.0 0.0 0.0
N -1.183888 -2.786735 -5.303133 0.0 0.0 0.0
C -1.263137 0.641859 -4.443951 0.0 0.0 -0.1
N -1.615117 1.660073 -4.839338 0.0 0.0 0.0
O -0.945166 1.643457 -0.308238 0.1 -0.1 0.0
C -1.293196 0.517198 0.254663 0.0 0.1 0.0
O -0.676411 -0.543280 0.043910 0.2 0.0 0.0
C -2.443323 0.557382 1.150200 0.0 0.1 0.0
C -2.784980 -0.605694 1.831510 0.0 0.0 0.0
C -3.865141 -0.634549 2.710195 0.0 0.0 0.0
C -4.564513 0.539207 2.855355 0.0 0.0 0.0
O -5.636478 0.769829 3.649365 0.0 0.0 0.0
C -6.059353 2.112113 3.378398 0.0 0.0 0.0
O -5.081743 2.706548 2.527388 0.0 0.0 0.0
C -4.225480 1.704524 2.172732 0.0 0.0 0.0
C -3.168707 1.757408 1.311669 0.0 -0.1 0.1
H -2.198976 -1.498983 1.664699 0.0 0.0 0.0
H -4.141091 -1.529101 3.247970 0.0 0.0 0.0
H -6.108964 2.664394 4.315255 0.0 0.0 0.0
H -7.022288 2.083727 2.864719 0.0 0.0 0.0
H -2.905762 2.660107 0.781197 0.0 0.0 0.0
F 0.904019 -4.934634 0.956853 0.0 -0.1 0.1
B 0.681566 -3.779518 0.343263 0.2 0.3 -0.2
F 1.608163 -3.515758 -0.785405 -0.2 0.1 0.0
F 1.059978 -2.588573 1.154896 -0.1 0.2 -0.2
F -0.565277 -3.485381 -0.132153 -0.2 -0.2 0.1
```
Positions in Å, forces in eV/Å.

Energy relative to the best compared isomer or geometry (same formula, charge and spin) = 99.1 kJ/mol
Spin multiplicity = 1
Maximum force = 0.0093 hartree/bohr
Lowest unoccupied orbital energy = -1.029 eV

***

# 4
The following is a quantum chemistry calculation of a structure of composition C39H32N12O3RuS3, from the Open Molecules 2025 dataset.

Geometry as XYZ:
```
90
Properties=species:S:1:pos:R:3:forces:R:3
Ru -0.343417 2.553739 0.518520 0.5 -0.2 -0.3
C -3.322829 2.134908 -0.555395 0.1 0.1 -0.2
C -2.812519 3.525232 -0.866507 0.1 -0.1 0.2
C -3.566934 4.463845 -1.586883 0.0 0.0 -0.1
C -3.199870 5.781250 -1.571729 0.0 -0.1 0.0
C -2.137466 6.200749 -0.742912 0.0 0.0 0.0
C -1.813683 7.561737 -0.541822 0.0 0.0 0.0
C -0.865138 7.898935 0.379069 0.0 0.0 0.0
C -0.212279 6.909813 1.140639 0.0 0.0 0.0
C -0.461569 5.574865 0.943589 0.0 -0.1 -0.1
S 0.323781 4.298846 1.873098 -0.2 0.1 -0.3
C -1.417656 5.210497 -0.041876 0.0 0.1 0.0
N -1.697557 3.877204 -0.235816 -0.3 0.1 0.0
H -4.328084 2.010726 -0.954991 0.0 0.0 0.0
H -4.122488 2.490006 1.290562 0.1 0.1 0.0
H -2.705974 1.353466 -0.983432 0.0 0.0 -0.1
H -4.439711 4.125376 -2.128412 0.0 0.0 0.0
H -3.758714 6.518988 -2.133864 0.0 0.0 0.0
H -2.341730 8.319532 -1.105489 0.0 0.0 0.0
H -0.624098 8.939418 0.550617 0.0 0.0 0.0
H 0.496467 7.206592 1.902992 0.0 0.0 0.0
C 4.865080 1.400502 2.330874 0.0 0.0 0.0
N 3.671464 1.628624 1.526274 0.0 0.0 0.1
C 2.389799 1.486909 1.854363 0.1 0.1 0.0
N 1.639959 1.764525 0.798870 -0.4 -0.2 0.2
C 2.545277 2.066076 -0.174292 0.1 0.0 0.1
N 3.783505 2.005043 0.238362 0.0 0.0 -0.1
C 5.522602 0.064151 2.063992 0.0 0.0 -0.1
C 6.505603 -0.398954 2.932039 0.0 0.0 0.0
C 7.194397 -1.569731 2.648693 0.0 0.0 0.0
C 6.913303 -2.293368 1.499694 0.0 0.0 0.0
C 5.920466 -1.839188 0.640738 0.0 0.0 0.0
C 5.227469 -0.665948 0.925475 0.0 0.0 0.0
C 5.587970 -2.558735 -0.585100 0.0 -0.1 -0.1
N 6.261999 -3.430586 -1.251050 0.1 0.1 0.2
N 5.491991 -3.774417 -2.345755 -0.2 -0.1 -0.2
C 4.405723 -3.086692 -2.264276 0.2 0.0 0.1
O 4.394236 -2.286530 -1.169094 -0.1 0.1 0.0
C 3.220509 -3.096306 -3.114762 0.0 0.0 0.0
C 3.246913 -3.700103 -4.369534 0.0 0.0 0.0
C 2.086193 -3.749554 -5.122864 0.0 0.0 0.0
C 0.901061 -3.217355 -4.627436 0.0 0.0 0.0
C 0.873801 -2.616770 -3.376996 0.0 0.0 0.0
C -0.419211 -2.152007 -2.761301 -0.1 -0.1 0.0
N -0.413082 -0.750186 -2.345512 0.0 0.0 0.0
C -0.168484 -0.253557 -1.139336 0.1 0.0 0.0
N -0.367950 1.058503 -1.146925 -0.3 0.3 0.0
C -0.726500 1.305628 -2.441480 0.2 0.0 0.0
N -0.762654 0.235695 -3.192557 0.0 0.1 0.0
C 2.040265 -2.547888 -2.631075 0.0 -0.1 0.0
H 4.582961 1.512968 3.377318 0.0 -0.1 0.0
H 5.551364 2.209892 2.081620 0.0 0.0 0.0
H 2.043914 1.220585 2.839098 0.0 0.0 0.0
H 2.278984 2.343527 -1.181016 0.0 0.0 0.0
H 6.744663 0.160922 3.828866 0.0 0.0 0.0
H 7.958986 -1.919133 3.329046 0.0 0.0 0.0
H 7.448526 -3.203124 1.264424 0.0 0.0 0.0
H 4.484757 -0.317210 0.223194 0.0 0.0 0.0
H 4.170749 -4.129091 -4.732987 0.0 0.0 0.0
H 2.098511 -4.215442 -6.098705 0.0 0.0 0.0
H -0.008055 -3.279089 -5.212788 0.0 0.0 0.0
H -0.639579 -2.740341 -1.869492 0.0 0.0 0.0
H -1.262529 -2.271752 -3.436978 0.0 0.0 0.0
H 0.137339 -0.851360 -0.299156 0.0 0.0 0.1
H -0.950094 2.289907 -2.820251 0.0 0.0 0.0
H 2.030196 -2.105658 -1.641880 0.0 0.0 0.0
N -6.983796 -5.073564 3.622980 0.0 0.0 0.0
C -5.991434 -4.654933 2.781800 0.0 0.0 0.0
C -6.283196 -4.319452 1.449275 0.0 0.0 0.0
C -5.289931 -3.873665 0.608167 -0.1 -0.1 0.0
C -3.988837 -3.748978 1.086003 0.2 0.0 0.0
C -3.679920 -4.068316 2.404011 0.0 0.0 0.0
C -4.672912 -4.522564 3.243422 0.0 0.0 0.0
S -2.744179 -3.173031 0.020716 -0.1 0.2 0.1
O -1.456703 -3.257673 0.660838 0.0 -0.1 0.0
O -2.916672 -3.681812 -1.303145 -0.1 0.0 0.0
N -3.119176 -1.488155 -0.115836 0.0 -0.3 -0.1
C -2.539349 -0.633228 0.543086 0.0 0.2 0.1
S -1.438828 -0.501573 1.831999 0.1 0.1 -0.1
C -1.203591 1.259606 1.939686 0.2 -0.1 0.2
C -2.158135 2.241649 1.607462 0.2 -0.1 0.3
N -3.355167 1.963642 0.893694 -0.1 0.0 0.0
H -7.862233 -5.364128 3.232343 0.0 0.0 0.0
H -6.732416 -5.499175 4.497244 0.0 0.0 0.0
H -7.296379 -4.422249 1.081948 0.0 0.0 0.0
H -5.514247 -3.635035 -0.423225 0.0 0.0 0.0
H -2.661416 -3.972693 2.755411 0.0 0.0 0.0
H -4.436033 -4.785080 4.266721 0.0 0.0 0.0
H -0.606766 1.430232 2.832160 -0.2 0.0 0.1
H -2.219618 3.091087 2.282946 0.0 0.0 0.1
```
Positions in Å, forces in eV/Å.

Energy relative to the best compared isomer or geometry (same formula, charge and spin) = 370.3 kJ/mol
Total charge = +1
Spin multiplicity = 2
Maximum force = 0.0120 hartree/bohr
Lowest unoccupied orbital energy (alpha / beta) = -3.357 / -3.418 eV